No. 1
Molecular formula: C39H54As2HgNO13PS4
Method: DFT, ωB97M-V/def2-TZVPD

Each line ends with the Mulliken charge.
Geometry (Å):
1 Hg -1.44 -0.77 0.42  2.205
2 C -1.04 -2.84 -2.53  -0.857
3 C -2.05 -2.29 -3.52  -1.105
4 S -3.19 -1.03 -2.83  0.385
5 C -3.16 0.15 -4.23  -1.106
6 C -1.85 0.91 -4.37  -0.992
7 S -1.15 1.40 -2.74  0.197
8 C 0.56 0.83 -2.93  0.596
9 C 0.79 -0.65 -3.11  -1.391
10 S 0.15 -1.69 -1.74  0.314
11 H -0.44 -3.61 -3.03  0.725
12 H -1.54 -3.25 -1.66  0.135
13 H -2.68 -3.12 -3.86  0.608
14 H -1.58 -1.84 -4.39  0.442
15 H -3.97 0.84 -4.01  0.377
16 H -3.39 -0.39 -5.15  0.524
17 H -2.00 1.82 -4.96  0.606
18 H -1.08 0.32 -4.87  0.328
19 H 1.04 1.16 -2.01  -1.231
20 H 1.01 1.39 -3.75  0.811
21 H 1.87 -0.81 -3.11  0.416
22 H 0.38 -1.05 -4.03  0.818
23 O -0.29 -2.85 0.83  -0.531
24 N 0.21 -3.03 2.00  0.312
25 C 0.65 -4.26 2.32  -0.385
26 C 1.16 -4.56 3.56  -0.835
27 C 1.24 -3.55 4.52  -0.446
28 C 0.79 -2.29 4.19  -0.696
29 C 0.27 -2.02 2.92  0.356
30 S -0.29 -0.45 2.55  -0.465
31 H 0.55 -4.99 1.53  0.494
32 H 1.48 -5.56 3.78  0.417
33 H 1.64 -3.75 5.50  0.438
34 H 0.84 -1.47 4.88  0.435
35 C -5.03 2.95 -0.54  -1.663
36 C -4.01 1.83 -0.67  0.254
37 P -2.86 1.56 0.74  0.858
38 C -1.91 3.16 0.79  -0.241
39 C -1.25 3.41 2.14  -1.394
40 C -3.98 1.71 2.20  -0.905
41 C -3.44 1.04 3.45  -1.155
42 H -5.59 3.03 -1.48  0.470
43 H -4.56 3.91 -0.35  0.286
44 H -5.74 2.74 0.25  0.318
45 H -3.36 2.01 -1.54  -0.265
46 H -4.51 0.88 -0.83  -0.019
47 H -2.58 3.99 0.53  0.540
48 H -1.15 3.08 0.00  0.129
49 H -1.98 3.72 2.88  0.364
50 H -0.50 4.19 2.06  0.422
51 H -0.77 2.50 2.50  0.203
52 H -4.90 1.21 1.91  0.366
53 H -4.17 2.78 2.37  0.644
54 H -3.24 -0.01 3.23  0.155
55 H -4.17 1.09 4.26  0.424
56 H -2.51 1.49 3.79  0.282
57 O -3.97 -1.04 1.29  -0.804
58 C -4.02 -1.82 0.34  -0.093
59 O -3.02 -2.16 -0.35  -0.856
60 C -5.34 -2.39 -0.09  0.170
61 C -6.50 -2.02 0.58  -0.508
62 C -7.75 -2.47 0.17  -1.064
63 C -7.78 -3.29 -0.93  0.974
64 O -8.87 -3.84 -1.56  -0.499
65 C -8.35 -4.59 -2.64  -0.270
66 O -6.95 -4.48 -2.66  -0.504
67 C -6.62 -3.67 -1.60  1.035
68 C -5.38 -3.25 -1.19  -1.123
69 H -6.40 -1.37 1.43  0.473
70 H -8.66 -2.17 0.68  0.411
71 H -8.77 -4.22 -3.58  0.248
72 H -8.63 -5.66 -2.51  0.236
73 H -4.47 -3.54 -1.69  0.496
74 C 4.79 -2.85 -1.14  -0.902
75 O 3.98 -1.71 -1.04  -0.113
76 C 4.56 -0.52 -1.48  -0.595
77 O 5.68 -0.53 -1.99  -0.695
78 C 3.68 0.58 -1.34  1.080
79 C 4.27 1.86 -1.51  -0.112
80 As 5.96 1.98 -0.58  0.098
81 C 5.80 3.83 0.17  -1.172
82 C 5.23 1.18 1.07  0.581
83 C 4.14 0.43 1.30  0.976
84 As 2.50 0.27 0.17  1.220
85 C 1.90 2.14 0.50  -0.236
86 C 3.92 -0.21 2.59  -0.438
87 O 2.85 -0.22 3.16  -0.560
88 O 4.99 -0.90 3.05  -0.232
89 C 4.81 -1.48 4.33  -0.657
90 C 6.07 1.50 2.21  -0.485
91 O 5.68 1.82 3.32  -0.615
92 O 7.39 1.51 1.89  -0.316
93 C 8.27 1.82 2.95  -0.869
94 C 3.66 2.91 -2.20  0.265
95 O 2.52 2.96 -2.67  -0.712
96 O 4.54 3.98 -2.40  -0.277
97 C 4.01 5.10 -3.06  -0.802
98 H 4.25 -3.67 -0.67  0.206
99 H 5.74 -2.67 -0.62  0.287
100 H 5.00 -3.09 -2.19  0.277
101 H 6.26 4.55 -0.51  0.343
102 H 6.31 3.88 1.13  0.359
103 H 4.76 4.09 0.31  0.319
104 H 2.59 2.65 1.18  0.477
105 H 0.92 2.11 0.97  -0.761
106 H 1.84 2.70 -0.43  0.368
107 H 5.65 -2.14 4.51  0.273
108 H 3.87 -2.03 4.37  0.117
109 H 4.80 -0.68 5.09  0.314
110 H 9.20 2.17 2.51  0.259
111 H 8.45 0.92 3.56  0.282
112 H 7.83 2.59 3.59  0.351
113 H 4.25 6.00 -2.48  0.252
114 H 2.92 4.99 -3.13  0.304
115 H 4.43 5.19 -4.06  0.250

## Properties
E_LUMO (alpha / beta)   2.07 / 2.07 eV
Max |F|   1.40 eV/A
Highest occupied orbital energy (alpha / beta)   -3.85 / -4.05 eV
ΔE to the lowest compared entry with this formula, charge and spin   169.5 kJ/mol
Energy   -9110.41073 hartree
<S²>   0.756
Net charge   -1
Multiplicity   2

No. 2
Molecular formula: C20H26N2O2S
Method: DFT, ωB97M-V/def2-TZVPD

Each line ends with the Mulliken charge.
Geometry (Å):
1 C 1.03 -6.61 1.24  -0.880
2 H 1.67 -7.25 0.63  0.244
3 O 1.24 -5.31 0.75  -0.413
4 C 0.55 -4.28 1.34  0.488
5 C 0.81 -3.02 0.82  -0.569
6 C 0.17 -1.89 1.33  0.882
7 C -0.74 -2.03 2.38  -0.661
8 C -0.99 -3.29 2.89  -0.979
9 C -0.36 -4.42 2.39  -0.431
10 H -0.58 -5.38 2.81  0.388
11 H -1.69 -3.40 3.70  0.373
12 H -1.23 -1.16 2.78  0.493
13 N 0.48 -0.66 0.74  0.229
14 C 0.06 0.59 1.11  0.480
15 O -0.56 0.82 2.13  -0.663
16 N 0.47 1.58 0.24  0.458
17 C 0.35 2.98 0.68  -0.224
18 C -1.07 3.45 0.58  0.310
19 C -2.11 3.29 1.44  -0.339
20 C -3.32 3.82 0.96  -0.591
21 C -3.20 4.39 -0.27  -0.491
22 S -1.60 4.27 -0.87  -0.140
23 H -3.95 4.86 -0.87  0.469
24 H -4.25 3.79 1.51  0.406
25 H -2.01 2.78 2.38  0.445
26 C 0.95 3.22 2.06  -1.810
27 H 0.93 4.28 2.28  0.456
28 H 0.39 2.69 2.82  0.346
29 H 1.98 2.86 2.07  0.406
30 H 0.95 3.56 -0.04  0.716
31 C 0.53 1.40 -1.21  -0.963
32 H 0.37 2.40 -1.63  0.539
33 C 1.91 0.95 -1.72  -0.424
34 C 1.93 1.04 -3.25  -0.766
35 C 0.82 0.18 -3.84  -0.602
36 C -0.55 0.61 -3.31  -0.871
37 C -0.58 0.52 -1.79  -0.251
38 H -0.47 -0.52 -1.49  0.148
39 H -1.54 0.87 -1.41  0.380
40 H -1.33 -0.02 -3.73  0.403
41 H -0.75 1.64 -3.62  0.330
42 H 0.99 -0.87 -3.58  0.319
43 H 0.83 0.26 -4.93  0.346
44 H 2.90 0.70 -3.63  0.417
45 H 1.79 2.07 -3.56  0.338
46 H 2.14 -0.08 -1.43  0.028
47 H 2.68 1.60 -1.30  0.244
48 H 1.14 -0.72 -0.01  -0.143
49 H 1.51 -2.93 0.01  0.428
50 H -0.01 -6.92 1.11  0.348
51 H 1.31 -6.70 2.29  0.354

## Properties
E_LUMO   0.68 eV
Max |F|   0.64 eV/A
Highest occupied orbital energy   -8.10 eV
ΔE to the lowest compared entry with this formula, charge and spin   80.4 kJ/mol
Energy   -1435.91108 hartree
SMILES   COc1cccc(NC(=O)N(C2CCCCC2)[C@H](C)c2cccs2)c1
Net charge   0
Multiplicity   1

No. 3
Molecular formula: C22H34BCrN10O
Method: DFT, ωB97M-V/def2-TZVPD

Each line ends with the Mulliken charge.
Geometry (Å):
1 Cr 0.51 -0.47 0.41  -0.294
2 C 0.45 -3.19 3.47  -1.041
3 C -0.20 -2.15 2.81  -0.337
4 N 0.09 -2.23 1.49  0.551
5 N 0.87 -3.35 1.24  0.079
6 C 1.17 -3.90 2.46  -0.300
7 B 1.96 -3.36 -0.02  0.142
8 N 2.98 -2.16 0.29  -0.059
9 C 4.32 -2.09 0.34  -0.182
10 C 4.72 -0.88 0.93  -1.166
11 C 3.50 -0.22 1.26  -0.413
12 N 2.48 -1.01 0.89  0.745
13 N 1.27 -2.85 -1.28  -0.171
14 C 0.91 -3.50 -2.35  -0.080
15 C 0.15 -2.72 -3.22  -1.301
16 C 0.20 -1.47 -2.59  -0.251
17 N 0.84 -1.53 -1.41  0.537
18 H 0.33 -3.38 4.52  0.496
19 H -0.82 -1.41 3.27  0.567
20 H 1.79 -4.79 2.46  0.485
21 H 2.69 -4.32 -0.17  -0.044
22 H 4.88 -2.87 -0.15  0.471
23 H 5.72 -0.56 1.28  0.395
24 H 3.43 0.75 1.67  0.638
25 H 1.18 -4.55 -2.40  0.472
26 H -0.28 -2.95 -4.15  0.546
27 H -0.28 -0.57 -2.94  0.493
28 O -1.95 4.13 0.70  -0.479
29 C -0.85 4.85 1.23  -0.538
30 C -0.19 3.99 2.39  -1.010
31 C 0.30 2.66 1.86  -0.146
32 C 1.32 2.68 0.72  0.348
33 C 2.42 3.59 0.71  -0.488
34 C 3.38 3.47 -0.23  -0.832
35 C 3.19 2.44 -1.16  -0.828
36 C 2.02 1.67 -1.20  -0.123
37 N 1.11 1.71 -0.26  0.659
38 H -2.70 4.76 0.60  0.309
39 H -1.15 5.80 1.70  0.508
40 H -0.14 5.01 0.40  0.259
41 H -1.05 3.83 3.06  0.414
42 H 0.54 4.63 2.94  0.437
43 H -0.59 2.05 1.51  0.041
44 H 0.79 1.94 2.61  0.300
45 H 2.32 4.36 1.46  0.477
46 H 4.20 4.16 -0.25  0.520
47 H 3.97 2.27 -1.93  0.460
48 H 1.77 1.09 -2.14  0.294
49 C -3.17 -2.16 0.85  -0.994
50 N -3.01 -1.52 -0.50  0.330
51 C -3.38 -2.37 -1.60  -1.287
52 C -2.44 -0.30 -0.70  0.369
53 N -1.48 0.15 0.13  0.091
54 N -2.87 0.52 -1.76  0.209
55 C -2.08 1.66 -2.13  -1.017
56 C -4.31 0.56 -2.10  -1.151
57 H -4.08 -2.71 0.94  0.443
58 H -3.09 -1.44 1.66  0.291
59 H -2.37 -2.97 0.96  0.235
60 H -2.98 -3.40 -1.42  0.316
61 H -3.03 -1.94 -2.49  0.470
62 H -4.44 -2.42 -1.60  0.395
63 H -1.40 1.18 0.09  -0.253
64 H -2.27 2.53 -1.47  0.409
65 H -2.26 1.98 -3.16  0.394
66 H -0.99 1.44 -1.95  0.067
67 H -4.87 -0.07 -1.39  0.432
68 H -4.50 0.25 -3.13  0.326
69 H -4.57 1.64 -2.04  0.366

## Properties
E_LUMO (alpha / beta)   -7.74 / -6.34 eV
Max |F|   3.52 eV/A
Highest occupied orbital energy (alpha / beta)   -14.62 / -14.64 eV
Energy   -2550.38593 hartree
<S²>   3.794
Net charge   +2
Multiplicity   4

No. 4
Molecular formula: C4H10BrN2
Method: DFT, ωB97M-V/def2-TZVPD

Each line ends with the Mulliken charge.
Geometry (Å):
1 C 1.47 -0.55 -1.48  -0.032
2 C -1.72 -0.18 -0.34  -1.158
3 C -0.79 1.40 1.49  -1.072
4 C -0.93 0.07 0.94  0.819
5 N 2.28 -0.70 -2.40  -0.206
6 N -0.26 -0.95 1.39  -0.188
7 Br 2.60 0.20 0.04  -0.248
8 H -2.83 0.14 -0.31  0.355
9 H -1.03 0.37 -1.01  0.288
10 H -1.69 -1.13 -0.61  0.416
11 H -0.46 2.05 0.73  0.328
12 H 0.03 1.42 2.25  0.357
13 H -1.76 1.74 1.85  0.357
14 H 0.24 -0.88 2.23  0.248
15 H 1.89 -0.99 -3.32  0.289
16 H 3.17 -0.19 -2.41  0.221
17 H -0.24 -1.83 0.96  0.226

## Properties
E_LUMO   -3.95 eV
Max |F|   5.12 eV/A
Highest occupied orbital energy   -12.99 eV
ΔE to the lowest compared entry with this formula, charge and spin   202.1 kJ/mol
Energy   -2841.61770 hartree
Net charge   +1
Multiplicity   1